(1)
ORCA calculation (ωB97M-V/def2-TZVPD) on 2 unconnected molecules or ions with the total composition C27H42BClF11N3O6P2S in a non-equilibrium geometry.

Cartesian coordinates (Å):
C (-5.942120, 1.174517, -0.706781)
C (-5.278260, 0.060936, -1.546540)
C (-4.427264, -0.856256, -0.642997)
C (-3.190871, -1.594822, -1.250948)
C (-3.140557, -1.605332, -2.787839)
C (-1.864734, -1.354756, -0.441274)
P (-2.028338, -2.211704, 1.301714)
O (-2.610238, -3.663427, 0.933329)
O (-3.270898, -1.364866, 1.950496)
C (-1.595325, 0.089361, 0.015728)
N (-0.548753, 0.883691, -0.743918)
C (-0.963356, 0.956992, -2.212576)
N (-2.345150, 1.196025, -2.428958)
C (-0.509190, 2.331708, -0.241277)
F (-1.490868, 2.992748, -0.872710)
F (0.622512, 2.854076, -0.701642)
C (-0.736008, 2.810731, 1.269302)
F (0.185397, 2.435841, 2.165568)
F (-0.573245, 4.122325, 1.096491)
C (-2.123364, 2.627965, 1.977266)
F (-2.192160, 3.523934, 2.948587)
F (-2.214798, 1.403536, 2.535955)
F (-3.145851, 2.798315, 1.137886)
C (0.844808, 0.147978, -0.679567)
C (1.621688, 0.561687, 0.614575)
C (2.590912, 1.737159, 0.679087)
O (3.472034, 1.412413, 1.741443)
C (4.286213, 2.530243, 2.111761)
C (3.680841, 3.318342, 3.279459)
C (1.769885, 0.473517, -1.892385)
C (1.819899, -0.379198, -3.164961)
O (2.519483, -1.325210, -3.313616)
Cl (0.928353, 0.225346, -4.596773)
C (0.608965, -1.379185, -0.402792)
C (1.946610, -2.142096, -0.536813)
C (2.459228, -2.858143, 0.708500)
C (1.630123, -3.331974, 1.721538)
C (2.138236, -3.952629, 2.848905)
C (3.506933, -4.103103, 2.991226)
C (4.341748, -3.642002, 1.985685)
C (3.845091, -3.018592, 0.845050)
C (4.836472, -2.553321, -0.193757)
N (-0.638083, -1.970774, -1.008013)
P (-0.579496, -3.525764, -1.654715)
O (0.375736, -3.217524, -2.920452)
O (0.285890, -4.403403, -0.626253)
S (-2.118742, -4.559240, -2.193996)
H (-5.289848, 2.049772, -0.637931)
H (-6.912126, 1.467883, -1.102769)
H (-6.101024, 0.838213, 0.321433)
H (-4.707283, 0.541999, -2.332205)
H (-6.089191, -0.523951, -1.982638)
H (-5.128178, -1.605870, -0.265076)
H (-4.167446, -0.283424, 0.243489)
H (-3.410305, -2.636419, -1.018652)
H (-3.591302, -0.741391, -3.259613)
H (-3.633247, -2.495830, -3.171898)
H (-2.112797, -1.673070, -3.155328)
H (-3.569448, -3.749670, 0.839330)
H (-3.087804, -1.266083, 2.893062)
H (-1.206503, 0.059785, 1.038222)
H (-2.497827, 0.684320, 0.060656)
H (-0.333599, 1.701918, -2.700189)
H (-0.725647, -0.036983, -2.591111)
H (-2.671909, 1.067419, -3.365353)
H (-2.939114, 1.670044, -1.782115)
H (0.891235, 0.597443, 1.422749)
H (2.226747, -0.292021, 0.927744)
H (3.181286, 1.883713, -0.232890)
H (2.137036, 2.697122, 0.913227)
H (5.246245, 2.108468, 2.412803)
H (4.459547, 3.181992, 1.251625)
H (4.451017, 3.580470, 4.003787)
H (2.911214, 2.721161, 3.767414)
H (3.227791, 4.253325, 2.942266)
H (2.790833, 0.362410, -1.531143)
H (1.688681, 1.509084, -2.212869)
H (0.417902, -1.410587, 0.674127)
H (2.714947, -1.390907, -0.697561)
H (2.026501, -2.764584, -1.419161)
H (0.558574, -3.224957, 1.637313)
H (1.474956, -4.310223, 3.625727)
H (3.918855, -4.570842, 3.875835)
H (5.413558, -3.746673, 2.102499)
H (4.946515, -3.279040, -1.001254)
H (4.595637, -1.573399, -0.609502)
H (5.813428, -2.441190, 0.278404)
H (0.733393, -4.036965, -3.287742)
H (1.044851, -4.840414, -1.028660)
B (0.904834, 7.270314, 1.013187)
F (1.884538, 6.501360, 1.692820)
F (0.675709, 6.670842, -0.254270)
F (-0.296582, 7.235377, 1.751343)
F (1.345959, 8.583993, 0.852871)

Cartesian forces (eV/Å) of the 2 atoms listed first:
0.3 -0.3 0.2
-0.5 0.3 0.6

HOMO   -9.60 eV
Net charge   0
Kohn-Sham gap   9.00 eV
DFT total energy   -117944.9515 eV
LUMO level   -0.0220 Eh



(2)
ORCA calculation (ωB97M-V/def2-TZVPD) on a molecular structure, C27H42BCrN7S3.

Cartesian coordinates (Å):
Cr (3.510580, 1.931864, -0.290479)
C (1.548429, 1.799093, -5.217939)
C (0.945963, 1.127626, -4.030408)
C (-0.179028, 0.370555, -4.096644)
C (-0.716166, -0.268847, -2.942478)
N (-0.136807, -0.140237, -1.782929)
N (0.974923, 0.627527, -1.709486)
B (1.472795, 0.562104, -0.294217)
N (0.820260, 1.420597, 0.730571)
N (-0.459451, 1.733084, 0.420454)
C (-1.217530, 2.213285, 1.361726)
C (-0.709826, 2.401681, 2.681028)
C (0.587282, 2.135917, 2.994224)
C (1.173004, 2.330520, 4.352272)
C (1.416465, 1.682701, 1.926967)
S (3.104673, 1.497272, 2.056035)
C (-2.678567, 2.464942, 1.032493)
C (-3.207356, 3.683804, 1.797054)
C (-3.437098, 1.199336, 1.484604)
C (-2.875176, 2.675222, -0.469614)
N (1.996556, -0.767038, 0.211906)
N (1.032565, -1.372894, 0.936463)
C (1.294667, -2.530773, 1.474784)
C (2.540638, -3.171421, 1.222807)
C (3.521630, -2.551023, 0.510826)
C (4.863497, -3.153906, 0.263214)
C (3.238751, -1.231699, 0.051874)
S (4.442098, -0.235713, -0.638150)
C (0.214709, -3.119003, 2.376183)
C (-1.035528, -3.408336, 1.538843)
C (-0.127694, -2.077226, 3.451941)
C (0.689840, -4.404859, 3.053594)
C (1.563695, 1.247646, -2.744973)
S (3.000773, 2.163080, -2.590331)
C (-1.972281, -1.112753, -3.049497)
C (-3.099639, -0.259502, -3.653130)
C (-1.667152, -2.303900, -3.971871)
C (-2.405926, -1.617818, -1.677123)
H (0.907204, 1.678396, -6.088634)
H (2.531210, 1.378893, -5.442209)
H (1.690445, 2.864614, -5.026737)
H (-0.680098, 0.236103, -5.046391)
H (-1.374697, 2.781092, 3.448097)
H (0.413033, 2.656856, 5.059333)
H (1.976926, 3.068447, 4.330033)
H (1.610417, 1.395244, 4.708974)
H (-3.264751, 3.514939, 2.873777)
H (-4.221799, 3.902000, 1.460574)
H (-2.599942, 4.574090, 1.610346)
H (-3.389158, 1.069182, 2.569425)
H (-3.022869, 0.302768, 1.013778)
H (-4.489582, 1.284329, 1.207258)
H (-2.396076, 3.596645, -0.811481)
H (-3.943814, 2.755876, -0.679001)
H (-2.476098, 1.841190, -1.047076)
H (2.724902, -4.151396, 1.641225)
H (4.908544, -4.168566, 0.652255)
H (5.645698, -2.557824, 0.738714)
H (5.082376, -3.174995, -0.806587)
H (-1.402626, -2.493616, 1.075599)
H (-1.822159, -3.803857, 2.184343)
H (-0.836055, -4.146490, 0.757677)
H (-0.493613, -1.153630, 2.997061)
H (0.744289, -1.847334, 4.071002)
H (-0.909247, -2.471562, 4.103678)
H (0.893582, -5.200622, 2.332991)
H (-0.096282, -4.769546, 3.715444)
H (1.581761, -4.242227, 3.664336)
H (-2.889469, 0.055880, -4.677660)
H (-3.290673, 0.629837, -3.048457)
H (-4.017166, -0.849140, -3.680785)
H (-1.364420, -1.979844, -4.969852)
H (-2.562537, -2.916893, -4.084404)
H (-0.875508, -2.933562, -3.558181)
H (-2.687024, -0.785798, -1.026242)
H (-1.606454, -2.177909, -1.196205)
H (-3.270631, -2.273597, -1.788195)
N (2.902382, 3.966786, -0.024556)
H (1.893875, 4.047388, 0.073459)
H (3.138563, 4.525721, -0.840972)
H (3.308973, 4.431226, 0.783651)

Cartesian forces (eV/Å) of the 2 atoms listed first:
0.2 0.0 0.0
0.0 0.1 -0.1

Expectation value of S²   6.0399
HOMO (spin up / spin down)   -14.19 / -14.21 eV
Net charge   +2
Multiplicity   5
Kohn-Sham gap (spin up / spin down)   7.26 / 6.56 eV
DFT total energy   -100705.1101 eV
LUMO level (spin up / spin down)   -0.2547 / -0.2811 Eh



Question: Which of these has the highest DFT total energy?
Answer: C27H42BCrN7S3